C13H18N | the ωB97M-V functional and the def2-TZVPD basis

Results
- maximum force (eV/Å) = 2.2
- lowest unoccupied orbital energy (eV) = -5.26
- molecular weight (g/mol) = 188.29
- net charge = +1
- 2S+1 = 1
- orbital gap (Eh) = 0.28522

```
32
Properties=species:S:1:pos:R:3:forces:R:3
C -5.40607 -0.23984 1.47165 -0.31 -0.02 0.01
C -3.95171 -0.12053 1.55041 1.41 0.14 0.08
N -2.79611 -0.02165 1.61312 -2.13 -0.23 -0.34
H -5.86866 0.75564 1.43822 0.21 -0.26 0.01
H -5.69583 -0.79193 0.56825 0.16 0.15 0.24
H -5.79350 -0.77479 2.34896 0.19 0.15 -0.23
C -0.05980 0.33544 2.64724 0.15 -0.05 0.96
C 0.42973 -0.52165 1.56629 0.87 0.29 -0.69
C 0.92397 -0.20630 0.29542 -0.11 -0.12 0.15
C 1.50979 -1.25612 -0.51237 0.11 -0.25 -0.32
C 1.69766 -2.62472 0.06077 0.09 -0.48 -0.08
C 1.93102 -1.00507 -1.80821 -0.11 -0.42 0.47
C 1.81200 0.26700 -2.38354 0.04 -0.12 0.04
C 2.22346 0.49392 -3.80557 -0.01 0.30 -0.15
C 1.31086 1.30991 -1.59790 -0.16 0.15 0.30
C 0.88472 1.11135 -0.29203 0.03 0.27 -0.23
C 0.38177 2.28362 0.47216 -0.12 0.64 -0.14
H -0.02944 -0.24928 3.57900 -0.06 0.23 -0.26
H 0.51440 1.25490 2.80640 -0.19 -0.24 -0.23
H -1.12446 0.58390 2.48771 0.47 0.01 -0.10
H 0.48960 -1.56929 1.86312 -0.12 0.17 -0.36
H 2.04384 -3.32214 -0.71007 -0.09 0.18 0.20
H 2.44458 -2.62459 0.86601 -0.16 0.05 -0.16
H 0.76304 -3.01836 0.47201 0.15 -0.04 -0.09
H 2.35770 -1.82159 -2.40071 -0.16 0.31 0.27
H 2.07814 1.54040 -4.08807 0.04 -0.19 0.02
H 3.27806 0.24059 -3.97607 -0.21 -0.03 0.18
H 1.63563 -0.12647 -4.49474 0.07 0.04 0.24
H 1.24818 2.31135 -2.03183 0.00 -0.33 0.20
H 0.42123 3.18144 -0.15523 -0.06 -0.22 0.14
H -0.65487 2.13982 0.79559 0.17 0.00 0.04
H 1.00106 2.48502 1.35400 -0.14 -0.07 -0.16
```
Forces are in eV/Å.

=====

C19H22N4O3 | the ωB97M-V functional and the def2-TZVPD basis

Results
- maximum force (eV/Å) = 1.2
- lowest unoccupied orbital energy (eV) = 0.69
- molecular weight (g/mol) = 354.41
- net charge = 0
- 2S+1 = 1
- orbital gap (Eh) = 0.34337
- structure (SMILES) = C/C(CC(=O)Nc1cc(C)ccn1)=N\NC(=O)COc1cccc(C)c1

```
48
Properties=species:S:1:pos:R:3:forces:R:3
C -1.29509 2.03082 -2.12810 0.05 -0.21 -0.06
C -2.03958 0.80941 -1.66281 0.16 0.05 -0.28
C -3.08931 1.00825 -0.61282 0.00 0.10 0.12
C -2.38762 1.49774 0.65489 -0.40 -0.22 -0.40
O -2.47333 2.63902 1.04462 0.01 0.37 0.15
N -1.63937 0.52363 1.23774 0.08 -0.33 0.01
C -0.84047 0.60857 2.37552 0.22 0.04 0.34
C -0.59432 1.80074 3.05302 0.02 0.11 0.06
C 0.22277 1.77323 4.17221 -0.03 -0.32 -0.14
C 0.52790 3.01922 4.93963 -0.01 0.02 0.00
C 0.75443 0.54542 4.56540 -0.04 0.06 -0.05
C 0.44724 -0.57841 3.82446 0.11 0.11 0.17
N -0.32817 -0.55786 2.75193 -0.32 0.01 -0.32
N -1.82049 -0.38650 -2.02830 -0.53 -0.66 0.34
N -0.83674 -0.65960 -2.91354 0.21 1.18 -0.34
C -0.49046 -1.93253 -3.25140 0.14 -0.10 -0.12
O -1.13500 -2.92219 -3.01457 0.04 -0.12 0.00
C 0.86008 -1.95908 -3.98700 -0.12 -0.30 -0.04
O 1.72250 -0.92226 -3.57472 0.17 0.22 0.12
C 2.00132 -0.82116 -2.22849 0.16 0.19 0.15
C 2.60300 0.36541 -1.81838 -0.09 -0.11 -0.27
C 2.86728 0.57001 -0.47755 -0.03 0.01 -0.02
C 2.53822 -0.39435 0.45810 -0.02 -0.06 0.06
C 1.95557 -1.58980 0.05687 0.07 0.13 0.01
C 1.58547 -2.63312 1.06236 -0.06 -0.04 0.05
C 1.68926 -1.79514 -1.29031 0.02 -0.05 -0.27
H -1.64276 2.90722 -1.58992 0.02 0.08 0.01
H -1.44765 2.19215 -3.19603 0.02 0.03 -0.08
H -0.22400 1.91805 -1.94641 0.08 0.04 -0.01
H -3.79961 1.77605 -0.92244 0.03 -0.01 0.12
H -3.60909 0.06862 -0.43053 0.01 -0.01 -0.04
H -1.65345 -0.40196 0.82566 0.00 0.11 -0.01
H -1.03759 2.71915 2.70822 -0.02 0.04 -0.02
H 1.60316 3.19103 4.96644 0.05 0.06 0.02
H 0.04407 3.88122 4.48885 0.00 0.09 0.02
H 0.18295 2.91989 5.96801 -0.01 0.05 0.06
H 1.39402 0.47487 5.43148 0.07 -0.04 0.10
H 0.83749 -1.55103 4.09408 0.09 -0.06 0.08
H -0.22641 0.09276 -3.22973 -0.08 -0.28 0.17
H 1.31233 -2.94908 -3.85669 -0.15 0.12 0.05
H 0.69541 -1.79372 -5.05605 0.00 -0.07 0.13
H 2.85151 1.10837 -2.56046 0.02 0.09 -0.09
H 3.32635 1.49515 -0.16164 0.05 0.08 0.02
H 2.73158 -0.22163 1.50638 0.03 0.02 0.13
H 1.34492 -3.57575 0.57819 0.00 -0.11 0.00
H 0.71527 -2.29663 1.62593 -0.03 -0.09 0.02
H 2.40029 -2.79239 1.76590 0.06 -0.07 0.07
H 1.22688 -2.72313 -1.58740 -0.06 -0.13 -0.04
```
Forces are in eV/Å.

=====

C6H11NO | the ωB97M-V functional and the def2-TZVPD basis

Results
- maximum force (eV/Å) = 5.8
- lowest unoccupied orbital energy (eV) = -0.22
- molecular weight (g/mol) = 113.16
- net charge = 0
- 2S+1 = 1
- orbital gap (Eh) = 0.28937

```
19
Properties=species:S:1:pos:R:3:forces:R:3
C 0.03475 -0.67840 1.39452 1.42 -2.50 1.08
C -0.74215 -0.41108 0.05990 -1.04 -0.46 1.52
C -0.64153 -1.49180 -0.99544 1.31 0.61 -2.91
C -0.29798 1.01737 -0.12120 4.05 0.54 -0.82
C 1.17368 1.29251 -0.09563 -4.55 1.74 -1.15
C 2.24239 0.18968 -0.10741 1.01 -0.96 -4.95
H 0.24056 -2.08856 1.51364 -0.89 4.47 0.05
H 1.29453 -0.04911 1.30665 -4.92 -2.63 1.65
H -0.74137 -0.19318 2.15089 2.42 -1.26 -0.59
H -1.94844 -0.59530 0.24935 2.72 1.54 0.17
H -1.41455 -2.14644 -0.65440 0.37 -1.54 -0.19
H 0.36738 -1.91014 -1.39822 -1.73 0.29 1.55
H -1.03411 -1.10282 -1.96103 -0.10 0.06 0.53
H -2.17367 1.37277 -0.02532 0.75 1.73 -0.43
H -1.32074 3.07799 0.15721 0.33 -4.92 -1.86
H 1.15926 2.42783 -0.34856 1.64 -1.97 0.65
H 1.63386 -0.92160 -0.57386 2.21 2.97 1.98
N -1.32747 1.93738 -0.30488 -0.53 2.15 2.29
O 3.49561 0.27291 -0.24619 -4.48 0.12 1.41
```
Forces are in eV/Å.

=====

C5H9NO | the ωB97M-V functional and the def2-TZVPD basis

Results
- maximum force (eV/Å) = 2.0
- lowest unoccupied orbital energy (alpha / beta) (eV) = 0.11 / 0.19
- molecular weight (g/mol) = 99.13
- net charge = 0
- 2S+1 = 1
- orbital gap (alpha / beta) (Eh) = 0.27666 / 0.27542

```
16
Properties=species:S:1:pos:R:3:forces:R:3
C -1.10745 0.85566 -1.93082 -0.29 -0.97 0.18
C 0.67522 0.29446 2.14289 0.00 0.01 -0.01
C 0.12076 -0.69219 -0.18105 0.62 -1.91 -0.18
C 1.01465 0.21271 -0.88537 -0.76 0.43 -0.72
C 0.44531 -0.79915 1.15979 -0.61 0.23 -0.23
O -0.52060 -1.69736 -0.86755 0.35 0.29 0.14
N -0.09530 0.97678 -0.89185 0.91 1.47 0.49
H -1.10249 -2.16912 -0.25598 0.00 0.19 0.06
H 1.93633 0.61498 -0.46957 -0.04 -0.10 0.18
H 0.60103 -1.81169 1.52721 -0.31 -0.06 -0.08
H -1.25029 1.85299 -2.34951 0.03 -0.04 0.16
H -2.04689 0.50150 -1.50264 -0.10 0.21 -0.03
H -0.83681 0.16934 -2.73692 0.12 -0.03 0.07
H -0.11164 0.27783 2.90535 0.02 0.07 -0.04
H 1.61633 0.14515 2.67800 0.04 0.13 -0.07
H 0.66183 1.26812 1.65801 0.02 0.07 0.06
```
Forces are in eV/Å.

=====

Question: Which value of maximum force does entry 1 give?
Answer: 2.2 eV/Å